Entry 1:
The following is a DFT calculation (ωB97M-V with the def2-TZVPD basis set) of C5H7N3 in the gas phase in a non-equilibrium geometry.

The HOMO-LUMO gap comes out at 7.860 eV. The calculation puts the strongest force on any atom at 5.9 eV Å⁻¹. As for the HOMO energy: -8.00 eV. As for the total energy: -358.86678 Ha. As for the SMILES: [H]/N=N/c1[nH]ccc1C. The energy above the lowest of the compared OMol25 structures with the same formula, charge and spin is 398.0 kJ/mol.

Atoms and positions in Å:
1 N -1.377 0.835 -0.957
2 N -1.312 1.360 -2.158
3 N 1.152 0.743 -0.993
4 C -1.090 -0.867 1.407
5 C 1.251 -0.796 0.730
6 C 2.049 -0.040 -0.168
7 C 0.002 -0.458 0.503
8 C -0.102 0.504 -0.531
9 H -1.298 0.127 1.999
10 H -0.751 -1.674 2.095
11 H 1.157 1.001 -2.111
12 H -2.257 1.665 -2.239
13 H -2.160 -1.408 1.090
14 H 1.659 -1.251 1.545
15 H 3.078 0.257 -0.213

Entry 2:
The following is a DFT calculation (ωB97M-V with the def2-TZVPD basis set) of a gas-phase ion, CH2O5P (charge -1) in a non-equilibrium geometry.

The HOMO-LUMO gap comes out at 8.771 eV. The calculation puts the strongest force on any atom at 2.7 eV Å⁻¹. As for the HOMO energy: -4.87 eV. As for the charge: -1. As for the total energy: -757.02667 Ha. As for the SMILES: O=C([O-])OP(O)O. The energy above the lowest of the compared OMol25 structures with the same formula, charge and spin is 124.7 kJ/mol.

Atoms and positions in Å:
1 P 0.742 -0.332 -0.668
2 O 1.942 -1.074 0.183
3 O -0.447 -0.647 0.551
4 O -1.481 0.888 -0.787
5 O 1.254 1.222 -0.356
6 O -2.635 -0.142 0.868
7 C -1.632 0.160 0.207
8 H 1.741 -1.958 0.533
9 H 0.517 1.884 -0.530

Entry 3:
The following is a DFT calculation (ωB97M-V with the def2-TZVPD basis set) of 4 unconnected molecules or ions with the total composition C4H11NO3 in a non-equilibrium geometry.

The HOMO-LUMO gap comes out at 9.357 eV. The calculation puts the strongest force on any atom at 3.7 eV Å⁻¹. As for the HOMO energy: -8.76 eV. As for the total energy: -439.42754 Ha. As for the SMILES: c1cc[nH]c1.O.O.O. The energy above the lowest of the compared OMol25 structures with the same formula, charge and spin is 258.3 kJ/mol.

Atoms and positions in Å:
1 O -2.603 -0.916 0.360
2 O -0.302 -0.340 2.193
3 O -2.934 0.189 -2.270
4 N 2.663 0.385 0.231
5 C 0.607 1.003 -0.517
6 C 1.800 1.464 0.104
7 C 0.770 -0.444 -0.731
8 C 2.088 -0.749 -0.375
9 H -0.315 1.783 -0.744
10 H -0.049 -1.319 -0.840
11 H 0.445 0.032 2.648
12 H -2.681 -0.229 -1.438
13 H 2.143 2.437 0.703
14 H -2.558 -0.416 1.177
15 H 2.541 -1.665 -0.523
16 H 0.093 -0.533 1.244
17 H -2.093 0.616 -2.527
18 H 3.550 0.405 0.728
19 H -3.165 -1.703 0.577

Entry 4:
The following is a DFT calculation (ωB97M-V with the def2-TZVPD basis set) of 2 unconnected molecules or ions with the total composition C3H12N3O in a non-equilibrium geometry.

The HOMO-LUMO gap comes out at 11.368 eV. The calculation puts the strongest force on any atom at 3.4 eV Å⁻¹. As for the HOMO energy: -14.46 eV. As for the charge: +1. As for the total energy: -360.76999 Ha. The energy above the lowest of the compared OMol25 structures with the same formula, charge and spin is 170.0 kJ/mol.

Atoms and positions in Å:
1 O 0.178 -2.454 -0.479
2 N -0.200 1.602 -0.117
3 N 1.194 -0.126 0.620
4 N 0.292 1.409 2.128
5 C 0.565 0.990 0.871
6 C 0.083 1.416 -1.527
7 C -1.249 -2.119 -0.523
8 H 0.328 -3.215 0.103
9 H -1.487 -1.886 0.518
10 H 0.038 0.366 -1.823
11 H -1.325 -1.245 -1.158
12 H 0.997 -0.787 -0.149
13 H -1.789 -2.941 -0.982
14 H 0.880 1.880 -2.116
15 H 0.853 0.957 2.835
16 H 0.137 2.394 2.227
17 H -0.272 2.571 0.187
18 H -0.821 1.848 -1.980
19 H 1.597 -0.660 1.368

Entry 5:
The following is a DFT calculation (ωB97M-V with the def2-TZVPD basis set) of 2 unconnected molecules or ions with the total composition C3H11N2S2 in a non-equilibrium geometry.

The HOMO-LUMO gap (alpha / beta) comes out at 10.449 / 6.561 eV. The calculation puts the strongest force on any atom at 2.0 eV Å⁻¹. Its expectation value of S² is 0.75. As for the HOMO energy (alpha / beta): -18.32 / -18.32 eV. The spin multiplicity is 2. As for the charge: +2. As for the total energy: -1026.11118 Ha. The energy above the lowest of the compared OMol25 structures with the same formula, charge and spin is 92.3 kJ/mol.

Atoms and positions in Å:
1 S -3.974 0.475 0.741
2 S -3.243 1.285 -1.020
3 N 3.412 -1.180 0.019
4 N 1.230 -0.402 -0.295
5 C 2.508 -0.388 -0.514
6 C -2.485 -0.200 1.508
7 C 0.312 0.549 -0.976
8 H -2.667 2.381 -0.546
9 H -0.349 -0.035 -1.647
10 H 3.098 -1.980 0.569
11 H 0.774 -1.005 0.420
12 H 2.875 0.345 -1.263
13 H 0.956 1.213 -1.568
14 H -1.967 -0.874 0.776
15 H -0.273 1.152 -0.247
16 H -1.760 0.579 1.860
17 H -2.858 -0.839 2.299
18 H 4.408 -1.079 -0.117

Entry 6:
The following is a DFT calculation (ωB97M-V with the def2-TZVPD basis set) of a molecular structure, C40H46F5HfIN2O2SeSiTe in a non-equilibrium geometry.

The HOMO-LUMO gap comes out at 5.644 eV. The calculation puts the strongest force on any atom at 1.2 eV Å⁻¹. As for the HOMO energy: -1.65 eV. As for the charge: -2. As for the total energy: -5616.22388 Ha. The energy above the lowest of the compared OMol25 structures with the same formula, charge and spin is 0.0 kJ/mol.

Atoms and positions in Å:
1 Hf 0.527 -0.477 0.080
2 I -0.808 1.797 1.728
3 Te 2.104 -1.127 -3.110
4 Se 0.749 2.153 -1.648
5 Si 1.738 -1.794 3.131
6 F 3.085 -1.240 -4.761
7 F 1.955 -1.751 -0.414
8 F 0.666 -1.122 -4.452
9 F 3.856 -1.731 -2.447
10 F 1.705 -2.956 -3.033
11 O 0.790 -1.092 2.037
12 O -0.045 -0.972 -1.877
13 N -1.461 -1.434 0.304
14 N -2.356 0.684 -1.330
15 C -1.718 0.971 -4.081
16 C -1.008 -1.965 -2.015
17 C 2.212 1.917 1.972
18 C 2.161 3.690 4.212
19 C -2.993 -3.900 3.398
20 C -3.569 4.190 -3.314
21 C -3.029 -2.945 -1.001
22 C 3.506 2.892 -2.025
23 C 3.492 0.732 0.362
24 C 0.960 3.191 3.668
25 C 1.009 2.355 2.587
26 C 4.787 2.593 -4.048
27 C 4.691 3.031 -2.730
28 C -3.535 2.840 -1.304
29 C 0.723 -2.690 4.452
30 C 4.650 2.155 1.930
31 C -3.543 -2.653 3.159
32 C 2.794 -0.565 4.108
33 C -2.888 -0.458 -1.508
34 C -1.938 -2.231 1.369
35 C -3.908 2.713 0.148
36 C -2.480 2.029 -3.341
37 C -1.917 -4.304 2.625
38 C -2.860 3.199 -3.980
39 C 3.350 3.357 3.630
40 C 2.946 -3.043 2.370
41 C 3.677 2.017 -4.647
42 C -4.181 -0.660 -2.265
43 C -3.717 -0.511 1.914
44 C 3.404 2.488 2.512
45 C 2.370 2.327 -2.622
46 C -1.377 -3.494 1.631
47 C -2.128 -1.703 -0.991
48 C -3.036 -1.827 2.160
49 C -3.899 4.000 -1.987
50 C 2.484 1.890 -3.945
51 C -0.226 -4.055 0.842
52 C 2.230 0.991 0.873
53 C -2.829 1.847 -1.985
54 C 4.679 1.299 0.867
55 H 5.559 2.580 2.346
56 H 3.972 -2.798 2.662
57 H -3.355 3.437 0.754
58 H -4.048 -1.349 -3.101
59 H -3.541 0.189 2.736
60 H -1.297 1.375 -5.003
61 H -3.844 5.106 -3.823
62 H 3.442 3.207 -0.990
63 H 0.405 -3.303 0.367
64 H -0.905 0.577 -3.473
65 H 1.620 1.447 -4.432
66 H 5.556 3.467 -2.239
67 H 3.615 0.032 -0.460
68 H 1.404 -3.169 5.168
69 H -0.585 -4.717 0.045
70 H -1.395 -1.964 -3.046
71 H -3.325 -0.065 1.006
72 H 5.626 1.028 0.410
73 H 5.720 2.686 -4.591
74 H 0.415 -4.653 1.494
75 H -2.367 0.132 -4.355
76 H 2.738 -4.066 2.701
77 H 3.576 -0.117 3.486
78 H 0.061 -3.451 4.044
79 H -3.918 -2.835 -0.378
80 H 0.101 -1.975 5.002
81 H -4.446 4.768 -1.447
82 H -3.343 -3.173 -2.021
83 H -4.975 2.905 0.291
84 H -3.387 -4.544 4.176
85 H 2.205 0.249 4.543
86 H -1.464 -5.276 2.801
87 H 2.896 -3.018 1.280
88 H -4.566 0.284 -2.645
89 H 0.008 3.485 4.092
90 H -2.476 -3.806 -0.629
91 H -4.389 -2.307 3.747
92 H 3.281 -1.114 4.924
93 H -4.925 -1.105 -1.600
94 H 2.128 4.348 5.074
95 H -2.574 3.339 -5.017
96 H -0.585 -2.960 -1.819
97 H 4.284 3.752 4.019
98 H -4.799 -0.638 1.815
99 H -3.692 1.723 0.539
100 H 3.736 1.640 -5.662

Entry 7:
The following is a DFT calculation (ωB97M-V with the def2-TZVPD basis set) of C3H5FS in the gas phase in a non-equilibrium geometry.

The HOMO-LUMO gap comes out at 10.098 eV. The calculation puts the strongest force on any atom at 3.0 eV Å⁻¹. As for the HOMO energy: -9.29 eV. As for the total energy: -615.31691 Ha. As for the SMILES: C=C(F)CS. The energy above the lowest of the compared OMol25 structures with the same formula, charge and spin is 52.8 kJ/mol.

Atoms and positions in Å:
1 S 1.731 1.059 0.126
2 F -0.084 -0.478 1.754
3 C -0.326 -0.457 0.460
4 C -0.600 -1.560 -0.242
5 C 0.012 0.819 -0.149
6 H -0.676 -1.495 -1.315
7 H -0.834 -2.496 0.186
8 H 1.707 2.408 0.185
9 H -0.252 0.632 -1.252
10 H -0.679 1.569 0.245

Entry 8:
The following is a DFT calculation (ωB97M-V with the def2-TZVPD basis set) of 3 unconnected molecules or ions with the total composition C3H12N4O in a non-equilibrium geometry.

The HOMO-LUMO gap (alpha / beta) comes out at 6.873 / 8.822 eV. The calculation puts the strongest force on any atom at 2.7 eV Å⁻¹. As for the HOMO energy (alpha / beta): -6.63 / -7.97 eV. As for the total energy: -415.50256 Ha. The energy above the lowest of the compared OMol25 structures with the same formula, charge and spin is 772.8 kJ/mol.

Atoms and positions in Å:
1 O -1.734 -1.086 -1.542
2 N 2.228 0.233 1.331
3 N -1.703 -0.907 -0.144
4 N 0.957 -1.677 -0.009
5 N 0.660 -0.307 0.091
6 C -2.584 0.206 0.102
7 C 0.797 0.480 -1.109
8 C 2.241 1.453 1.573
9 H 0.153 0.088 -1.903
10 H -1.291 -1.935 -1.686
11 H -2.207 1.125 -0.375
12 H 1.549 2.191 1.124
13 H 1.824 -1.822 0.505
14 H -0.152 -0.080 0.752
15 H -3.603 0.019 -0.262
16 H 0.191 -2.176 0.434
17 H 1.833 0.437 -1.444
18 H 0.522 1.512 -0.893
19 H -2.645 0.349 1.183
20 H 2.964 1.897 2.276

- Which value of strongest force on any atom does entry 8 give?
  2.7 eV Å⁻¹